1.
Computed, not measured: a structure of composition C30H32N7O5SV at a distorted geometry, with ωB97M-V/def2-TZVPD.

```
76
Properties=species:S:1:pos:R:3:forces:R:3
V -0.291900 0.391000 -0.603500 -0.853 0.224 0.037
O 1.137400 -3.219100 0.269400 0.188 0.223 0.143
C 0.874500 -2.083400 -0.175900 0.602 -1.031 -0.437
O 0.101500 -1.228300 0.365000 0.290 -1.260 1.101
C 1.331300 -1.656900 -1.532300 0.547 -0.986 0.296
C 2.123400 -2.353900 -2.442200 -0.361 0.243 0.176
C 2.291500 -1.822300 -3.713800 0.083 -0.519 0.109
C 1.677200 -0.612500 -4.037700 -0.692 0.707 0.555
C 0.933300 0.040500 -3.065000 0.390 0.193 -1.571
N 0.748300 -0.487100 -1.854700 1.359 -1.140 -1.051
C 0.259800 1.400200 -3.143600 0.244 0.132 -1.078
O 0.291800 2.051100 -4.186800 0.124 -0.104 -0.067
O -0.293600 1.716900 -2.052100 -0.265 1.229 -0.398
H 2.580200 -3.289000 -2.153500 -0.004 -0.058 0.116
H 2.896500 -2.335300 -4.449800 0.042 -0.046 0.004
H 1.791500 -0.167200 -5.013600 -0.049 0.164 -0.027
O 1.528000 3.269200 1.643100 -0.384 0.265 0.239
C 0.814600 2.417000 1.082400 0.947 0.021 -0.025
N 1.211500 1.406300 0.328400 0.179 0.481 0.279
C 2.635700 1.210400 0.281400 0.226 0.232 0.429
C 3.248600 1.054300 -1.077400 0.298 -0.337 -0.008
C 4.148500 0.010000 -1.309300 0.022 0.185 0.005
C 4.797100 -0.059000 -2.526800 0.021 0.126 -0.012
C 4.500200 0.889400 -3.493100 0.122 -0.021 0.073
C 3.572700 1.871200 -3.180900 0.280 0.027 -0.270
N 2.979500 1.962700 -2.006300 -0.244 0.355 0.393
C -0.648500 2.354800 1.348400 -0.302 0.236 0.445
C -1.227700 3.243900 2.243000 -0.097 0.163 0.019
C -2.536300 3.064300 2.654100 0.176 -0.366 -0.264
C -3.198800 1.937600 2.168900 0.072 0.289 0.208
C -2.567600 1.123000 1.252400 -0.405 -0.249 -0.095
N -1.318700 1.318100 0.802400 -1.012 1.436 1.775
H 2.886200 0.320900 0.882700 0.046 0.106 -0.111
H 3.108100 2.088200 0.762100 -0.021 -0.359 -0.137
H 4.331200 -0.722700 -0.535200 -0.015 -0.042 0.030
H 5.521200 -0.840000 -2.723100 -0.030 -0.067 -0.027
H 4.969600 0.849600 -4.463900 0.016 0.077 -0.139
H 3.285800 2.624900 -3.903500 -0.009 0.006 -0.129
H -0.610900 4.051300 2.605500 0.108 0.044 -0.013
H -3.019300 3.754100 3.333100 0.022 -0.003 0.058
H -4.197500 1.699700 2.507300 -0.105 -0.047 -0.131
H -3.090100 0.268200 0.843200 0.096 0.141 -0.028
C -3.774100 -3.021500 4.997200 -0.100 -0.303 0.029
N -3.597200 -2.403300 3.700400 0.520 -0.311 -0.356
C -2.967700 -3.040700 2.663100 -0.029 0.407 -0.330
N -3.095300 -4.418600 2.575300 0.201 0.633 0.467
S -2.079400 -2.140400 1.560900 -0.471 -0.236 1.135
H -4.173000 -2.284100 5.689700 -0.033 -0.026 -0.036
H -2.829900 -3.403700 5.410600 -0.119 0.037 -0.039
H -4.495200 -3.840000 4.919800 0.039 0.046 0.142
H -3.379600 -1.415900 3.707600 -0.005 -0.085 -0.068
H -3.149100 -4.897500 3.464000 -0.159 -0.101 -0.052
H -2.381700 -4.810400 1.978100 -0.027 0.015 0.002
C -1.214200 -4.634500 -0.946700 0.564 -0.405 0.170
N -2.131800 -3.501300 -1.087300 -0.020 0.241 0.431
C -3.506400 -3.947800 -1.296400 -0.613 -0.011 0.052
C -1.695200 -2.600500 -2.191300 0.219 0.738 -0.401
C -2.489800 -1.316000 -2.267600 -0.066 -0.007 0.024
C -3.586200 -1.331100 -3.135700 -0.049 -0.075 -0.154
C -4.396000 -0.226900 -3.287400 -0.136 -0.113 -0.060
C -4.089800 0.911600 -2.558300 -0.087 0.146 0.063
C -2.995500 0.922700 -1.714900 -0.222 0.014 -0.116
C -2.128600 -0.173000 -1.528400 -0.723 -0.431 -0.222
H -1.639800 -5.380100 -0.279400 -0.187 -0.059 0.040
H -0.264300 -4.296400 -0.519300 -0.082 0.098 -0.094
H -1.032600 -5.093100 -1.917000 -0.131 0.002 -0.110
H -2.097200 -2.945800 -0.135800 -0.034 -0.624 -1.006
H -3.571000 -4.505600 -2.232200 0.054 0.010 0.021
H -4.158800 -3.079100 -1.353300 0.037 -0.019 -0.019
H -3.830700 -4.583200 -0.474600 0.109 -0.015 0.095
H -1.804400 -3.167300 -3.124300 0.054 -0.073 0.148
H -0.639900 -2.391700 -2.029500 -0.200 -0.157 -0.051
H -3.791200 -2.218500 -3.726300 -0.024 -0.104 -0.036
H -5.247400 -0.252500 -3.956200 0.020 0.020 -0.067
H -4.698900 1.800200 -2.675000 -0.015 0.066 0.034
H -2.789500 1.851600 -1.193600 0.064 0.009 -0.107
```
Forces are in eV/Å.

Calculated values
LUMO energy (spin up / spin down) = 0.0645 / 0.0645 Eh
Charge = -1
<S²> = 3.797
F_max = 0.049 Eh/bohr
Spin multiplicity = 4
Energy = -88823.6248 eV
Highest occupied orbital energy (spin up / spin down) = -2.315 / -4.873 eV
Gap between HOMO and LUMO (spin up / spin down) = 0.1496 / 0.2436 Ha

2.
Computed, not measured: a cluster of 12 separate species, C39H111N15O12 in total at a distorted geometry, with ωB97M-V/def2-TZVPD.

```
177
Properties=species:S:1:pos:R:3:forces:R:3
C -12.064763 0.470046 0.605769 0.651 0.852 0.450
O -10.678883 0.069796 0.600499 -1.043 -0.399 0.407
C -9.715193 1.042466 0.273869 0.495 0.667 -1.037
C -8.322363 0.639326 0.757919 0.304 -0.059 -0.088
C -7.155703 1.430636 0.173959 -0.211 1.647 0.032
N -8.062593 -0.667934 0.299129 0.600 -2.054 0.601
H -12.747363 -0.313694 0.934269 0.646 -0.443 -0.074
H -12.459963 0.862476 -0.331211 0.437 -0.175 -0.459
H -12.190173 1.281086 1.323129 0.017 0.183 0.191
H -9.548473 1.030816 -0.803241 -0.482 0.277 -0.521
H -9.980713 2.061226 0.556239 -0.305 0.079 0.357
H -8.285473 0.682646 1.846429 0.025 -0.035 0.225
H -6.188313 1.316916 0.663179 -0.297 -0.418 0.460
H -7.365743 2.499466 0.213909 -0.001 0.222 -0.055
H -6.941873 1.203906 -0.870541 -0.430 -0.164 -0.166
H -8.766003 -1.357164 0.523339 0.119 0.029 -0.451
H -7.612453 -0.729794 -0.602901 -0.476 -0.230 0.132
C 10.499707 4.525626 -0.190971 -1.323 0.125 -0.599
O 10.227887 3.264876 -0.816251 1.028 0.145 0.908
C 8.955377 3.081616 -1.374231 0.498 0.140 -0.252
C 8.789807 1.621146 -1.773311 1.361 0.082 0.430
C 9.743447 1.061056 -2.775441 2.292 -0.448 0.069
N 7.551817 1.471736 -2.374741 -4.030 0.879 -1.933
H 10.257567 4.510416 0.871679 0.140 -0.186 0.110
H 9.843327 5.266466 -0.647491 -0.163 0.268 -0.002
H 11.501337 4.924626 -0.351151 0.207 -0.765 -0.076
H 8.096597 3.358866 -0.762901 0.105 -0.016 0.755
H 8.877457 3.757026 -2.226191 -0.075 -0.087 -0.681
H 8.734467 1.018896 -0.866491 0.763 -0.034 0.259
H 10.734877 0.911116 -2.348011 0.125 -0.277 -0.032
H 9.925397 1.633676 -3.684901 -0.385 0.684 0.156
H 9.352817 0.119166 -3.160611 0.181 -0.314 0.380
H 7.339037 2.362576 -2.800451 -0.760 0.677 0.289
H 7.626407 0.985686 -3.256951 0.026 -0.884 0.208
C -0.914533 10.130756 2.287299 -0.286 -1.102 -0.512
O -1.205953 11.251006 3.054239 -0.185 0.569 0.096
C -2.573033 11.716656 3.037499 1.659 -0.351 -0.719
C -3.469523 11.114776 4.105079 1.828 1.339 0.828
C -4.831043 11.510246 3.800499 -2.544 0.631 -0.614
N -3.139823 11.680726 5.474009 -0.131 -1.427 -0.534
H -1.385293 9.228646 2.678039 0.050 -0.273 0.390
H 0.156407 9.950986 2.193119 0.071 0.297 0.542
H -1.253853 10.139816 1.251499 -0.343 0.698 -0.280
H -2.432663 12.795576 3.103439 -0.444 0.164 0.728
H -2.980043 11.625826 2.030429 -0.161 -0.613 -0.165
H -3.419913 10.027116 4.156379 0.424 -0.015 -0.123
H -5.144003 11.388456 2.763529 0.171 -0.566 -0.173
H -4.963233 12.583806 3.935049 -0.069 0.031 0.508
H -5.516203 10.942646 4.430169 -0.234 0.389 0.040
H -2.621863 10.950456 5.941499 0.145 0.126 0.372
H -2.519043 12.476916 5.445499 0.049 0.103 -0.384
C -4.347623 -2.521694 -2.878511 0.774 0.465 0.035
O -5.564343 -2.601174 -3.571061 -0.026 -0.744 0.328
C -5.446913 -3.094674 -4.880061 -0.162 1.252 -1.526
C -6.739703 -2.903674 -5.588331 -2.068 2.049 -0.420
C -7.274553 -1.423394 -5.290471 1.405 -0.561 -0.401
N -7.735743 -3.831994 -5.216841 -2.482 -0.893 2.111
H -3.965473 -3.480954 -2.529401 -0.267 -0.174 0.188
H -4.420873 -1.801064 -2.063991 -0.495 -0.353 0.269
H -3.545043 -2.088324 -3.475301 0.036 -0.025 -0.599
H -4.844023 -2.386524 -5.448521 1.241 -0.484 0.050
H -5.248893 -4.148934 -5.073511 1.012 -0.155 0.824
H -6.805083 -3.085914 -6.661001 1.702 0.681 -0.380
H -6.401383 -0.772374 -5.247511 0.260 0.039 -0.152
H -7.655183 -1.324724 -4.273871 -0.523 -0.284 -0.207
H -7.890493 -0.962124 -6.062451 -0.436 -0.529 0.190
H -8.113253 -3.493674 -4.343271 -0.598 0.034 0.243
H -7.423173 -4.745494 -4.920341 0.621 -0.299 -0.527
C 13.144377 -3.972994 0.302179 -2.952 0.615 -1.011
O 11.903967 -4.699684 0.086339 -0.017 -0.895 -0.214
C 10.663847 -4.038224 -0.159961 0.261 -0.669 -0.644
C 9.635647 -4.909614 -1.041621 1.446 -0.005 -0.678
C 10.297647 -5.566514 -2.337841 0.713 -0.457 1.724
N 8.504607 -4.107874 -1.519821 0.564 -0.041 0.274
H 12.968787 -3.204534 1.054999 0.544 -0.498 0.940
H 13.215987 -3.327684 -0.573351 1.063 -0.331 -0.508
H 13.885887 -4.757654 0.452339 0.133 0.680 0.082
H 10.250757 -3.833174 0.827669 -0.559 0.201 -0.043
H 10.787937 -3.099294 -0.699511 0.311 0.298 -0.107
H 9.232077 -5.664444 -0.366731 0.296 -0.418 -0.233
H 10.660747 -4.966944 -3.172571 -0.587 1.014 0.259
H 9.676857 -6.341594 -2.787231 -0.141 -0.024 0.319
H 11.244097 -5.997944 -2.011971 -0.118 -0.554 0.137
H 8.739687 -3.990174 -2.495001 -0.531 0.690 -0.126
H 8.570847 -3.213574 -1.055121 -0.431 0.409 -0.172
C -0.318553 -1.632704 10.655899 0.845 0.229 -0.448
O 0.834307 -1.928094 9.841349 -0.192 0.952 1.319
C 0.525347 -2.589404 8.658849 -1.175 0.163 0.224
C 1.746797 -2.897524 7.854629 1.000 0.382 0.481
C 2.398867 -1.689504 7.208819 -0.007 1.054 -0.299
N 1.381577 -3.863394 6.860149 0.121 -0.793 -0.535
H 0.010287 -1.029224 11.501929 0.162 0.128 -0.239
H -0.808493 -2.497914 11.102529 0.085 -0.466 -0.365
H -1.041203 -1.074894 10.060319 -0.197 0.077 0.033
H -0.063243 -3.450134 8.976359 0.196 -0.827 -0.470
H -0.153143 -2.025044 8.019119 -0.271 0.501 -0.103
H 2.519457 -3.177884 8.570509 0.016 -0.949 0.255
H 3.086647 -1.891384 6.387649 -0.033 -0.682 0.012
H 3.011937 -1.147854 7.929139 -0.243 0.131 0.181
H 1.679777 -0.997204 6.770959 -0.249 0.071 0.103
H 0.830757 -4.614724 7.250269 -0.212 -0.027 0.190
H 2.216037 -4.324024 6.526079 0.130 0.076 -0.360
C -1.787983 5.606726 -4.620921 -0.599 0.405 -0.849
O -1.765763 5.230776 -5.975761 0.485 -0.232 -1.000
C -2.794703 4.335316 -6.377651 -0.389 0.100 0.246
C -2.770793 4.173556 -7.911281 1.047 1.507 -0.209
C -3.232623 5.486186 -8.604671 0.200 0.147 -0.145
N -3.487603 3.058096 -8.458211 -0.729 -1.131 0.014
H -1.077683 6.425586 -4.506681 0.344 -0.392 0.143
H -1.599243 4.746716 -3.978371 0.030 0.130 0.317
H -2.757003 6.071756 -4.439681 -0.324 -0.223 0.573
H -2.666293 3.380706 -5.867441 0.110 -0.381 -0.062
H -3.739963 4.743666 -6.020101 -0.422 0.021 -0.135
H -1.708333 4.016406 -8.097261 0.379 0.399 -0.215
H -4.032633 5.985196 -8.057761 0.175 0.061 0.282
H -3.637763 5.404946 -9.613311 -0.084 -0.862 -0.076
H -2.408073 6.174226 -8.791261 0.090 0.107 0.656
H -2.982733 2.198146 -8.297941 0.027 -0.278 0.723
H -3.424753 3.075396 -9.466111 -0.314 0.595 -0.245
C 1.322747 2.513546 1.586069 -1.130 0.217 -0.886
O 0.785167 1.852206 0.419649 2.126 1.614 0.002
C 0.189587 0.651946 0.664259 0.481 -1.401 0.773
C 1.147967 -0.474264 1.209009 1.657 0.381 -1.459
C 2.298757 -0.989644 0.269929 -0.952 1.812 0.080
N 0.340957 -1.564624 1.498859 -2.049 -2.245 1.245
H 2.189427 2.102686 2.103899 -0.095 -0.682 -0.289
H 0.446567 2.548646 2.233499 0.312 0.426 0.716
H 1.626397 3.505866 1.252599 -0.271 0.036 0.051
H -0.532753 0.748716 1.474789 -0.473 0.144 0.315
H -0.387853 0.445876 -0.236961 0.296 -0.739 -0.036
H 1.669477 -0.129954 2.102079 -0.047 0.745 0.198
H 2.674937 -0.039574 -0.109491 0.472 -0.176 -0.649
H 1.883277 -1.612854 -0.521961 0.095 0.100 -0.021
H 3.139807 -1.482224 0.757869 -0.344 -0.137 0.312
H 0.804867 -2.227524 2.103379 0.469 -0.374 -0.278
H -0.425213 -1.302704 2.102579 -0.558 0.269 -0.085
C 0.422717 -13.302114 -2.042481 0.029 -0.119 1.446
O 0.474667 -12.113244 -2.777731 -0.172 2.132 0.521
C 0.558927 -10.912644 -1.877141 1.201 0.500 -1.020
C 0.737947 -9.584474 -2.710951 -0.685 -0.455 0.472
C 0.638997 -8.217324 -1.928011 0.427 -1.102 0.997
N -0.370783 -9.545724 -3.636631 -1.009 0.865 -0.262
H 1.095107 -13.170024 -1.194811 0.265 -0.507 0.174
H 0.667667 -14.229054 -2.561001 0.430 0.545 -0.709
H -0.547883 -13.532154 -1.603041 -0.490 0.428 0.003
H -0.318203 -10.755274 -1.249471 -0.266 -0.558 -0.010
H 1.454457 -10.981664 -1.259591 -0.013 -0.569 0.305
H 1.708787 -9.578194 -3.206471 -0.011 -0.252 -0.188
H -0.295293 -7.993074 -1.413311 -0.639 -0.705 -0.254
H 0.772027 -7.322614 -2.536201 0.561 -0.402 -0.300
H 1.310457 -8.245574 -1.069851 0.594 0.318 -0.244
H -0.823113 -10.434974 -3.793861 0.640 -0.563 -0.300
H -1.035223 -9.108704 -3.014031 -0.864 0.448 -0.629
N 2.954847 -0.006444 -5.017081 3.611 -2.957 2.725
C 2.151537 0.765166 -5.651581 -1.964 0.452 -5.023
N 1.731357 1.738496 -4.888941 -1.842 3.511 1.879
O 1.809777 0.645136 -6.837321 0.090 -0.125 0.761
H 3.527607 -0.715914 -5.451481 -0.332 0.325 -0.138
H 3.329807 0.469046 -4.208741 0.473 -0.938 0.075
H 2.038497 1.862156 -3.934751 -0.288 -0.019 -0.278
H 1.088537 2.421006 -5.264511 0.223 -0.236 0.030
N -4.603723 -1.933694 3.394489 -1.633 1.337 -3.029
C -4.551743 -3.038304 4.171199 -4.816 -1.546 -5.545
N -3.749243 -2.820494 5.078029 5.044 0.540 7.181
O -5.184553 -4.054234 3.918109 0.178 -0.347 0.078
H -5.303683 -2.035264 2.673489 0.027 0.360 -0.054
H -4.503383 -0.993864 3.750509 0.011 -0.258 0.000
H -3.719513 -3.501834 5.823009 0.246 0.487 0.228
H -3.660663 -1.823104 5.210229 0.955 -0.500 1.133
N -1.072303 2.352426 7.879109 1.671 -1.693 2.750
C -1.815923 2.644166 6.845469 -2.808 -4.559 -2.104
N -1.816043 3.881976 6.577049 -0.246 5.689 -1.984
O -2.508433 1.863716 6.159449 1.203 -0.116 0.639
H -1.026893 1.366686 8.094369 -0.156 0.282 0.548
H -1.185643 3.045346 8.605139 0.538 -0.602 0.456
H -1.177313 4.506956 7.047709 -0.052 0.022 -0.596
H -2.081203 4.006516 5.610469 -0.150 0.899 0.264
```
Forces are in eV/Å.

Calculated values
LUMO energy = 0.0013 Eh
F_max = 0.171 Eh/bohr
Energy = -89154.2354 eV
Highest occupied orbital energy = -8.519 eV
ΔE to the lowest compared entry with this formula, charge and spin = 10.6575 eV
Gap between HOMO and LUMO = 0.3144 Ha